Entry 1:
Computed, not measured: a structure of composition C28H29BN7PPd in a non-equilibrium geometry, with the ωB97M-V functional and the def2-TZVPD basis.

Geometry as XYZ:
```
67
Properties=species:S:1:pos:R:3:forces:R:3
H -1.96463 -1.46351 3.89016 -0.06 0.03 -0.04
P -0.01693 -0.52861 1.85646 0.24 0.64 3.03
C -2.90943 2.05869 3.28566 0.18 -0.21 -0.45
H -1.93053 -3.32391 5.50436 0.02 0.05 -0.05
H -2.82503 -3.16641 -0.35474 -0.10 0.21 0.45
Pd -0.02733 0.10519 -1.13654 0.20 -0.77 -2.02
H -2.46903 -3.09381 1.43666 -0.32 0.18 -0.36
C -1.81413 1.19709 3.17826 -0.11 -0.03 -0.17
C -2.66303 -0.56041 -4.24564 -0.33 -0.12 0.30
C 0.74627 3.36679 -3.51394 -0.14 -0.89 0.21
H -0.05473 3.24329 -0.32304 0.07 0.06 -0.36
H 1.92417 -4.53661 4.04826 -0.02 0.05 -0.06
C -2.59743 -0.26821 -5.62984 0.49 0.07 0.45
H -0.81143 0.63549 -6.68824 -0.20 -0.15 0.42
H -1.22813 0.98519 4.06126 0.01 -0.03 0.08
N -1.52563 -0.23101 -3.61934 0.37 0.25 -0.63
N 1.50687 -0.68091 -2.42574 0.63 -0.36 -0.50
H -3.48533 -1.00241 -3.67824 0.35 0.20 -0.30
C 1.51807 0.47829 2.05736 -0.05 -0.14 -0.12
H 1.01197 3.68469 -4.52094 -0.07 -0.10 0.40
H 1.16427 1.31769 -5.28704 -0.17 -0.22 0.34
C 2.64027 -0.87401 -4.32274 -0.39 0.04 0.62
C 2.43547 0.62459 1.00626 0.10 0.31 0.37
H 4.28677 1.51969 0.36226 -0.05 -0.05 0.01
H -3.35713 -0.43311 -6.39384 0.33 0.03 0.43
C 2.91487 1.89759 3.44996 -0.25 -0.29 -0.41
H -4.53493 3.01249 2.24636 0.02 -0.04 -0.01
H 1.90217 -2.67331 2.42016 0.08 -0.01 0.01
C 1.76677 1.11819 3.28056 0.20 0.05 -0.11
H 3.09927 2.38979 4.39626 -0.05 -0.05 -0.02
H 2.88807 -0.63691 -5.35654 -0.10 -0.09 0.42
H -3.96443 2.00179 0.05706 0.06 -0.04 -0.01
C 0.50187 4.10019 -2.35214 -0.16 -0.28 0.72
C -1.09673 -3.18271 4.82866 0.37 0.12 -0.34
C -1.32563 0.26759 -5.80004 -0.23 -0.24 0.78
H 2.55447 -2.11641 -1.27874 -0.05 0.11 -0.42
H 4.71007 2.64839 2.52986 -0.01 -0.03 -0.01
N 0.25957 1.90879 -1.93074 0.07 0.74 -0.59
C 3.58377 1.40619 1.17756 -0.36 -0.01 0.35
H 4.03287 -2.46361 -3.60244 -0.38 0.29 0.10
H -3.15613 2.50319 4.24116 0.06 -0.05 -0.01
C -3.36543 1.77419 0.92936 0.38 -0.09 0.25
N 0.59597 2.04659 -3.24244 -0.14 0.70 0.02
H 0.54117 5.18099 -2.22774 0.01 -0.47 -0.05
C -1.11253 -2.12781 3.91156 0.08 -0.24 0.10
C 1.05937 -2.81481 3.08496 0.07 -0.10 0.16
C -2.19643 -2.73241 0.43646 1.30 -1.55 -0.30
C -0.03293 -1.93941 3.03626 -0.38 0.56 0.15
N 1.62657 -0.22411 -3.69614 0.25 -0.15 0.00
N -0.70883 0.27869 -4.58034 0.11 0.33 -0.16
C -3.68663 2.34549 2.16216 0.37 -0.31 -0.02
C 1.07497 -3.86721 4.00616 -0.37 0.40 -0.17
N 0.03987 -1.17281 0.36036 -0.02 0.12 -1.49
H 0.01147 -4.86281 5.59346 0.01 0.02 -0.03
C -2.27093 0.91069 0.81916 -0.04 0.36 0.69
C 2.45227 -1.62181 -2.24504 0.06 0.00 -0.19
C 0.19727 3.13769 -1.37664 0.08 0.66 -0.56
C 3.82277 2.04309 2.39846 -0.39 -0.33 -0.19
H 2.26737 0.14629 0.05556 0.11 -0.16 -0.18
C 3.19847 -1.78621 -3.42754 -0.32 0.27 0.26
C -1.48783 0.60539 1.94716 0.02 -0.25 0.04
H -1.15893 -3.24601 0.24696 -1.60 1.50 0.24
C -0.00243 -4.05061 4.87826 -0.03 0.41 -0.36
H -2.26883 -1.62951 0.39366 0.30 -0.74 -0.04
H 1.07607 1.01519 4.10496 -0.01 -0.04 0.10
B 0.68197 0.85979 -4.27284 0.10 0.11 -0.47
H -2.04423 0.49619 -0.15034 -0.19 -0.24 -0.29
```
Forces are in eV/Å.

Summary:
Total energy = -53363.801 eV
Kohn-Sham gap (alpha / beta) = 8.726 / 4.260 eV
Maximum force = 3.10 eV/A
Multiplicity = 5
Total charge = +2

Entry 2:
Computed, not measured: a structure of composition C3H7N3 in a non-equilibrium geometry, with the ωB97M-V functional and the def2-TZVPD basis.

Geometry as XYZ:
```
13
Properties=species:S:1:pos:R:3:forces:R:3
H 0.33832 1.28771 -0.99613 -0.25 1.40 -1.46
H -2.27096 -0.61284 0.28088 -1.08 0.06 -0.15
C -0.41546 -0.06154 0.15909 -2.84 2.28 -0.63
H -0.57681 -2.17032 -0.16008 -1.09 -0.18 0.27
N 1.89957 0.69614 0.24811 1.53 -4.57 1.42
H 0.11353 1.61256 0.84828 1.28 0.39 -1.41
H 2.05064 -0.64650 0.14572 -0.08 2.09 0.35
N -1.71653 0.21936 0.15041 3.91 -4.42 0.21
H 2.67336 0.97756 -0.34073 -0.06 0.43 -0.74
C 1.16202 -1.80857 0.08057 3.73 0.27 0.17
H -2.07998 1.04733 0.47750 -1.11 2.83 0.50
C 0.60253 0.99139 -0.01955 -2.44 0.47 2.23
N 0.00352 -1.36918 0.12928 -1.51 -1.06 -0.75
```
Forces are in eV/Å.

Summary:
Total energy = -7668.930 eV
Kohn-Sham gap (alpha / beta) = 7.590 / 8.030 eV
Maximum force = 5.91 eV/A
Energy above the lowest of the compared OMol25 structures with the same formula, charge and spin = 7.0579 eV
Total charge = +2

Entry 3:
Computed, not measured: a cluster of 5 separate species, C39H84N4O5 in total in a non-equilibrium geometry, with the ωB97M-V functional and the def2-TZVPD basis.

Geometry as XYZ:
```
132
Properties=species:S:1:pos:R:3:forces:R:3
C 7.73095 1.37392 -1.61445 0.27 -0.92 -1.12
H 9.45993 0.16287 -2.52505 -0.62 0.19 -0.25
C 1.69549 2.08694 -0.52414 -0.48 2.01 -0.22
N -5.16429 2.33724 0.88715 -0.80 -2.56 -0.19
H -1.91991 -1.68326 -5.11154 -0.15 -0.03 0.18
N 6.62965 0.40429 -1.46416 -1.09 0.03 3.05
H -0.15778 -4.07879 -0.86474 0.38 -0.22 -0.55
H -4.16565 2.39198 2.46349 0.21 -0.28 0.23
H 1.31074 -2.11869 -3.80961 0.12 0.16 -0.09
C -4.50372 2.93821 -0.27460 -0.76 0.71 0.60
H 4.92797 -1.55147 0.94065 -0.08 1.05 0.60
H -4.55706 4.98999 -1.15741 0.38 -0.02 -0.09
H -7.85861 3.50490 0.33130 -0.35 -0.18 0.02
H 1.08733 -5.83715 -2.47304 -0.61 -0.43 0.11
H -6.04227 4.58256 -0.42485 -0.11 -0.48 0.10
H -6.42774 1.08745 3.09641 -0.49 0.55 -0.14
H 7.20012 2.81272 1.47209 0.01 -0.65 0.73
H 0.47599 3.48457 0.70953 0.05 0.00 -0.14
H -4.45196 0.40415 4.92181 -0.27 0.23 0.14
H -2.56894 2.32370 5.14443 -0.01 0.01 -0.60
H 1.39220 4.19171 -0.67432 0.65 0.01 0.62
H -3.59697 -0.41114 2.36568 -0.59 0.30 -0.27
H 7.84984 -2.06333 -0.56193 0.23 0.59 -0.35
C 7.32193 1.89760 0.89259 3.20 1.07 -2.90
H 8.47643 -0.93469 0.74279 0.05 -0.04 -0.36
H 3.64805 1.93131 -0.20895 0.06 -0.31 -0.11
H 0.98280 -0.92829 3.41762 0.18 -0.50 -0.48
C -3.76919 -0.15527 5.56134 -1.46 0.59 -0.36
N -2.33029 -0.26593 3.62775 3.87 -1.51 0.68
H -5.93149 -0.04101 1.93860 -0.03 -0.28 -0.34
H -7.44070 3.60361 2.01917 0.63 -0.04 -0.03
O -4.81727 2.97568 2.06812 -0.14 0.64 0.41
H 2.79625 2.19010 -2.40635 -0.12 0.00 -0.06
H -0.68275 -2.67370 -5.77796 0.58 0.25 -0.13
H 0.58081 -1.84080 5.73000 -0.65 -0.57 0.15
H 1.33284 1.14460 -0.11357 -0.38 0.26 0.60
H 7.13478 -2.02964 0.97379 0.07 0.03 0.35
N -1.41732 -3.85694 -3.55474 -0.16 0.53 1.23
H -2.24537 -1.36863 -2.82613 0.22 0.64 0.18
C -0.95101 -4.69789 -1.28383 -0.62 0.44 0.05
C -0.32603 1.11878 2.53363 -0.71 -1.11 -0.10
C 1.34766 -4.20067 -3.69192 1.29 1.05 -0.17
C 6.46207 -0.28500 -0.11394 0.26 0.96 0.12
H -4.69001 4.97444 0.59913 0.15 -0.27 0.02
H -7.67116 0.28850 2.03240 0.01 -0.05 0.38
C -2.90259 2.90347 -0.10058 -1.62 0.45 -0.69
H -0.90149 1.76090 5.29957 0.01 -0.12 -0.38
H -1.85066 -4.13663 -1.03142 -0.30 -0.24 -0.10
H -7.14487 2.82474 -1.66600 0.31 0.24 -0.48
H -2.51051 1.93720 0.21672 -0.15 -0.18 -0.37
C -7.71350 2.90401 1.22908 1.34 -0.44 0.22
H 1.81786 0.74115 -1.94119 0.83 -0.48 -1.08
H -4.13698 -1.17991 5.50714 0.50 -0.20 0.01
H -4.63813 1.11184 -1.60529 0.70 0.07 0.35
H 0.98986 -2.53264 -2.23262 -0.23 -0.83 0.32
H -2.54979 3.25297 -1.07088 0.38 -0.54 -0.24
C 7.61035 -1.37207 0.24610 -1.75 0.80 0.34
C 0.76383 -2.87254 -3.24330 1.15 0.99 -1.29
H 8.19230 3.22585 -0.56418 0.99 -0.47 -0.04
H -7.97265 0.92060 -0.47946 -0.13 -0.11 0.34
C -1.00244 -0.33135 2.87930 0.68 -0.85 0.23
O 6.54541 -0.57082 -2.43289 0.27 -0.63 -1.29
C -6.90778 1.14369 -0.41331 -0.22 -0.70 0.15
C 0.84315 3.32578 -0.30442 -0.75 0.14 -0.83
C 5.09227 -1.04433 -0.01010 1.86 -1.30 -1.03
H -2.47024 3.64713 0.56886 -0.63 0.07 0.40
H 5.39894 1.38265 0.95565 -0.68 -0.88 -0.03
H 6.64675 3.04125 -0.82072 -0.91 -0.58 -0.24
H -1.88823 -1.90194 5.77390 -0.33 0.10 0.29
C -1.88513 -6.19147 -3.12386 -0.37 0.11 0.24
O 2.90260 2.46405 0.07758 0.96 -0.16 0.53
C -2.38877 0.10879 5.05052 1.71 -0.63 1.40
O -3.19810 0.34378 2.80452 -2.07 1.55 -1.24
H 0.48780 1.53345 3.12847 -0.10 -0.65 0.76
C -0.67645 -2.60645 -3.61606 0.25 0.74 1.34
H -8.63790 2.49548 1.63736 -0.15 -0.38 -0.62
C -1.23657 -1.14724 1.50154 -0.12 0.62 1.37
H -3.08307 -4.14160 -4.33369 -0.56 -0.48 -0.38
H -1.71858 -7.11941 -2.57679 0.70 0.29 0.20
C -0.87649 -1.96591 -4.97199 -0.90 -0.11 -0.64
C -4.99690 2.13930 -1.54447 -0.44 0.91 -0.35
H -1.80459 -2.04927 1.72915 -0.15 -0.06 0.20
C 9.17620 0.77791 -1.67104 -0.15 0.55 1.01
H 4.20432 -0.55723 -0.41304 0.17 0.10 0.07
C -1.21657 -1.59781 -2.54838 -0.65 -0.52 0.43
C 1.84883 1.82876 -2.00645 0.19 -1.74 -0.28
H -0.05486 -2.38090 3.51328 -0.55 0.18 -0.58
C -0.92500 -5.02134 -2.82605 0.99 -1.56 0.34
H -0.98789 -5.63735 -0.73233 0.12 -0.04 -0.21
H -4.67924 2.65991 -2.44789 0.44 0.11 0.04
C -1.93841 1.52856 5.54228 -0.09 0.70 -1.04
H -6.76976 1.27396 -2.50155 0.08 0.36 -0.27
O -2.76456 -3.69203 -3.54753 0.63 0.52 -0.22
H -1.85294 -6.47603 -4.17557 -0.12 0.21 -0.12
H 0.05831 3.37777 -1.05903 -0.78 -0.55 0.51
C -0.02597 -1.06297 5.26641 0.18 0.37 -2.11
H 0.46112 -6.09615 -4.11237 0.08 -0.05 0.09
C -6.59025 1.76359 0.95257 0.06 2.67 0.20
C -6.52509 1.92809 -1.66467 0.46 0.06 1.86
H -1.21962 -1.95269 -1.51777 -0.16 -0.71 -0.13
H 7.67662 3.18766 -2.92780 0.40 -0.07 0.39
H 6.56768 0.32427 1.87249 -0.96 -0.07 0.47
H 0.67276 -0.24112 5.42273 -0.63 0.78 0.21
H 1.57019 -4.23343 -4.75846 -0.37 0.42 -0.16
C 0.54893 -5.37451 -3.30020 -1.44 -0.84 0.78
H -6.38045 0.19248 -0.48564 0.04 -0.31 0.14
C 6.34704 0.84508 0.94073 -0.80 -1.39 1.07
H 6.52012 1.98159 -3.31254 -0.29 -0.02 0.30
C -4.96762 4.44100 -0.30998 0.32 -0.08 -0.80
H 9.45618 0.18624 -0.79948 -0.10 0.21 0.15
H 5.63534 -0.43651 -2.70738 0.03 -0.32 -0.51
H 5.36515 -1.95658 -0.54061 -0.81 -0.15 -0.99
H -1.76813 -0.62466 0.70628 0.12 0.37 0.08
H -3.90007 0.22080 6.57601 0.11 -0.11 0.00
H -0.26874 -1.50239 1.14759 0.15 0.28 -0.10
H -2.89393 -5.91451 -2.81769 -0.07 -0.02 -0.24
H 0.13362 1.07147 1.54643 -0.29 -0.16 -0.15
C -0.00776 -1.30387 3.67416 0.04 2.07 1.88
C -6.67938 0.73622 2.09570 0.59 -0.16 -0.81
H -1.34662 -0.50353 6.81596 -0.45 -0.43 0.24
C -1.46017 -0.90006 5.80701 1.29 0.18 -0.48
H 8.27868 1.37957 0.95874 0.60 0.51 1.27
H -1.07995 1.90568 2.51149 -0.24 -0.19 -0.12
C 7.53519 2.10690 -2.93569 -0.66 -0.19 -1.48
H -1.99651 1.78054 6.60115 -0.24 -1.05 0.33
H 2.34104 -4.25738 -3.24685 0.04 -0.08 0.04
H 1.02195 2.01425 -2.69200 -0.11 0.77 0.34
C 7.48255 2.39886 -0.54343 -0.34 1.74 0.63
H 9.78784 1.68011 -1.67821 0.44 -0.16 -0.07
H -0.53547 -0.75733 -2.41502 -0.19 0.30 -0.94
H -0.33485 -1.02247 -5.04014 0.34 -0.35 -0.09
H 8.12511 1.68754 -3.75068 0.31 0.05 0.14
```
Forces are in eV/Å.

Summary:
Total energy = -57986.751 eV
Kohn-Sham gap (alpha / beta) = 6.565 / 2.586 eV
Maximum force = 4.45 eV/A
Energy above the lowest of the compared OMol25 structures with the same formula, charge and spin = 0.7579 eV
Multiplicity = 2
Total charge = +1